<1>
Computed, not measured: one molecule with the formula C2H2N2O2, with ωB97M-V/def2-TZVPD.

Atoms and positions in Å:
C1 0.26400 1.03955 -0.25994
C2 -0.73949 -1.07932 -0.36644
H1 1.60535 0.27112 1.29465
H2 -1.68249 -1.70712 -0.49983
N1 0.93387 0.06607 0.33129
N2 0.22592 -1.10153 0.58397
O1 0.24470 2.22604 -0.37514
O2 -0.85184 0.28518 -0.70856

For the highest occupied orbital energy, the calculation gives -9.84 eV. The calculation puts the gap between HOMO and LUMO at 0.3775 Ha. As for the SMILES: O=c1[nH]nco1.

How positive or negative is each atom? The Mulliken charges in e answer that: 0.555, 0.095, 0.361, 0.297, -0.012, -0.482, -0.520, -0.295

=====

<2>
Computed, not measured: one molecule with the formula C2H2N2O2, with ωB97M-V/def2-TZVPD.

Atoms and positions in Å:
C1 0.12040 0.40172 -0.20603
C2 -0.51449 -0.87508 -0.27744
H1 0.77025 2.02565 -0.82919
H2 -0.99189 -1.41864 -1.09117
N1 -0.41880 -1.42831 0.88871
N2 0.57736 0.55928 1.00541
O1 0.22580 1.29829 -1.17956
O2 0.23138 -0.56290 1.68927

For the highest occupied orbital energy, the calculation gives -10.50 eV. The calculation puts the gap between HOMO and LUMO at 0.4099 Ha. As for the SMILES: Oc1cnon1.

How positive or negative is each atom? The Mulliken charges in e answer that: 0.647, -0.284, 0.366, 0.379, -0.251, -0.358, -0.483, -0.017

=====

It turns out <1> is the most stable, with the second structure 0.397 eV higher.